# C32H25INO4OsPS2

A molecular structure, C32H25INO4OsPS2 (ωB97M-V/def2-TZVPD, the OMol25 dataset).

```
67
Properties=species:S:1:pos:R:3:forces:R:3
Os 0.3139 -0.6621 0.9322 0.098 0.129 -0.257
I 0.3881 -1.4650 -1.6458 -0.390 0.069 -0.089
C 0.1065 0.2720 -2.7975 0.173 -0.021 0.020
C -0.8457 0.2140 -3.7736 0.010 -0.025 0.023
C -0.8294 1.1590 -4.8208 -0.011 -0.009 0.011
C 0.2005 2.0465 -4.9087 0.005 0.006 0.000
C 1.2058 2.1065 -3.9116 -0.012 -0.019 0.002
C 2.3177 2.9737 -4.0544 -0.003 0.007 -0.019
C 3.2952 3.0157 -3.1076 0.013 0.009 0.000
C 3.1308 2.2976 -1.9062 -0.011 -0.005 0.003
C 2.0556 1.4673 -1.7090 0.057 -0.002 0.061
P 1.5414 1.1872 0.0183 0.075 -0.003 0.163
C 3.0199 1.2919 1.0445 0.053 -0.003 -0.048
C 4.1096 0.4819 0.7171 0.010 0.056 -0.022
C 5.2189 0.4523 1.5437 -0.004 0.010 0.003
C 5.2380 1.2165 2.7041 0.004 -0.006 -0.002
C 4.1470 2.0035 3.0418 -0.004 0.004 0.009
C 3.0317 2.0419 2.2181 -0.018 -0.037 0.001
C 0.5406 2.6809 0.2688 0.112 0.034 -0.011
C 1.1526 3.9338 0.2793 -0.014 0.003 0.004
C 0.3877 5.0798 0.4108 -0.022 0.005 0.006
C -0.9949 4.9847 0.5153 0.030 -0.010 -0.003
C -1.6097 3.7431 0.4864 -0.019 -0.002 0.004
C -0.8435 2.5934 0.3648 -0.032 -0.007 -0.011
C 1.1233 1.2678 -2.7732 -0.083 -0.061 -0.044
H -1.5823 -0.5782 -3.7776 -0.004 -0.001 -0.002
H -1.5986 1.1252 -5.5795 0.000 0.000 0.000
H 0.2729 2.7199 -5.7533 0.001 0.000 -0.002
H 2.3824 3.5877 -4.9440 0.000 0.001 0.001
H 4.1617 3.6494 -3.2365 0.001 -0.001 0.001
H 3.8381 2.4579 -1.1021 -0.001 0.003 -0.006
H 4.0881 -0.1254 -0.1806 0.006 0.016 0.015
H 6.0651 -0.1709 1.2878 0.004 0.000 -0.003
H 6.1049 1.1910 3.3509 0.001 0.001 0.001
H 4.1583 2.5860 3.9531 -0.001 0.001 0.001
H 2.1705 2.6335 2.4981 -0.003 0.011 0.001
H 2.2293 4.0170 0.1936 0.003 -0.002 0.003
H 0.8692 6.0482 0.4322 0.000 0.002 0.000
H -1.5915 5.8808 0.6203 -0.001 0.002 -0.001
H -2.6854 3.6662 0.5679 -0.001 0.000 0.002
H -1.3390 1.6284 0.3457 0.008 -0.001 -0.003
C -5.7891 -5.5511 -0.8538 0.001 0.003 0.000
C -4.5873 -4.9903 -0.1518 -0.002 0.001 -0.017
C -3.7824 -4.0278 -0.7642 -0.015 -0.016 -0.001
C -2.6826 -3.5020 -0.1155 -0.023 0.016 0.015
C -2.3816 -3.9555 1.1618 0.009 -0.002 0.002
C -3.1632 -4.9105 1.8009 0.033 -0.041 -0.015
C -4.2626 -5.4192 1.1335 0.013 0.005 0.000
S -1.0304 -3.2952 2.0416 0.448 0.070 0.201
O -0.9395 -3.9360 3.3093 0.009 0.020 0.018
O 0.2115 -3.5608 1.1172 -0.067 0.024 -0.037
N -1.0185 -1.7211 2.0699 -0.483 -0.013 -0.153
C -1.4986 -1.0508 3.2880 0.152 0.041 -0.040
C -0.8674 0.3408 3.3440 0.013 -0.023 0.018
O -1.2509 1.1835 4.0996 -0.018 0.011 0.014
O 0.1617 0.5161 2.5061 -0.121 -0.210 0.127
H -5.8359 -5.2244 -1.8906 0.001 0.001 0.000
H -6.7045 -5.2299 -0.3542 -0.002 -0.001 0.000
H -5.7733 -6.6408 -0.8355 -0.002 -0.001 0.001
H -4.0269 -3.6900 -1.7632 0.006 0.008 0.001
H -2.0710 -2.7497 -0.5932 0.007 0.021 -0.009
H -2.9037 -5.2474 2.7943 -0.008 0.000 0.002
H -4.8774 -6.1669 1.6181 -0.001 -0.001 0.005
H -1.1646 -1.5847 4.1799 -0.082 -0.013 0.012
H -2.5835 -0.9599 3.3149 0.008 0.059 -0.025
S 2.7041 -2.8757 0.7782 -0.133 -0.009 0.094
C 1.1721 -2.4512 0.9522 0.230 -0.105 -0.026
```
Positions in Å, forces in eV/Å.

Computed properties:
Orbital gap (alpha / beta)   8.267 / 7.053 eV
F_max   0.51 eV/A
<S²>   0.756
Net charge   +1
2S+1   2
E_LUMO (alpha / beta)   -0.11343 / -0.15461 Ha
ΔE to the lowest compared entry with this formula, charge and spin   48.0 kcal per mole

These are the Löwdin partial charges, in e, on atoms 1 to 8: 0.980, 1.314, -0.553, -0.135, -0.052, -0.005, -0.146, -0.001

# C32H26BaClN11O2

A molecular structure, C32H26BaClN11O2 in a non-equilibrium geometry (ωB97M-V/def2-TZVPD, the OMol25 dataset).

```
73
Properties=species:S:1:pos:R:3:forces:R:3
Ba -0.0192 2.6962 -0.7886 0.922 -0.512 0.493
O -2.5679 2.6580 -3.0998 -0.098 -0.072 -0.030
C -2.1045 3.6517 -2.5105 0.216 -0.114 0.006
N -2.2851 4.0657 -1.2686 0.133 0.138 0.161
C -3.2610 3.3056 -0.4885 -0.331 -0.011 -0.167
C -2.9246 3.1970 0.9845 -0.156 0.081 0.185
C -3.6689 3.8897 1.9322 -0.027 0.090 -0.054
C -3.3470 3.7775 3.2738 -0.018 0.012 -0.009
C -2.2756 2.9851 3.6449 0.098 -0.053 -0.009
C -1.5786 2.3255 2.6460 -0.101 0.042 0.252
N -1.9143 2.4011 1.3644 0.189 0.121 -0.758
C -1.0494 4.4505 -3.2858 -0.491 0.369 -0.364
C -1.4956 5.4763 -4.1140 -0.053 0.112 -0.049
C -0.5864 6.1845 -4.8741 -0.045 -0.065 0.053
C 0.7575 5.8479 -4.7886 0.058 -0.058 0.036
C 1.1169 4.8141 -3.9472 0.134 -0.019 -0.080
N 0.2421 4.1175 -3.2177 -0.269 -0.103 0.336
H -3.4207 2.2971 -0.8960 0.071 0.009 0.003
H -4.2260 3.8182 -0.5577 -0.054 -0.105 -0.013
H -4.4849 4.5234 1.6118 0.005 -0.001 -0.012
H -3.9189 4.3167 4.0180 0.004 0.000 0.010
H -1.9691 2.8908 4.6768 -0.001 -0.005 0.001
H -0.7099 1.7221 2.8806 -0.016 -0.015 0.013
H -2.5520 5.7054 -4.1470 0.000 -0.007 0.012
H -0.9176 6.9863 -5.5208 0.009 0.011 -0.004
H 1.5135 6.3725 -5.3552 -0.001 0.004 -0.007
H 2.1554 4.5182 -3.8489 -0.003 0.019 0.001
C 5.0801 -0.4980 1.3659 0.029 -0.058 0.083
N 4.1428 -0.0906 0.3466 -0.209 0.027 0.093
C 3.0597 0.6915 0.4570 0.248 0.034 -0.062
N 2.4317 0.7364 -0.7015 -0.320 0.311 -0.135
C 3.1869 -0.0598 -1.5006 -0.033 -0.125 0.205
N 4.2230 -0.5960 -0.8990 0.111 -0.010 -0.184
C 4.5812 -1.6314 2.2372 -0.027 -0.023 -0.042
C 5.3327 -1.9770 3.3539 0.000 -0.002 -0.010
C 4.9417 -3.0271 4.1689 0.020 0.014 0.001
C 3.7890 -3.7352 3.8833 -0.053 -0.025 -0.013
C 3.0251 -3.3894 2.7713 0.101 0.152 -0.056
C 3.4246 -2.3412 1.9443 0.006 0.002 0.024
C 1.8037 -4.1467 2.5218 -0.165 -0.296 0.097
N 1.3973 -5.1826 3.1782 0.450 0.209 0.145
N 0.1954 -5.5483 2.6436 -0.453 -0.062 -0.255
C -0.0634 -4.7151 1.6916 0.161 -0.195 0.250
O 0.9246 -3.7949 1.5480 -0.004 0.153 -0.073
C -1.2653 -4.6910 0.8654 -0.068 0.117 -0.165
C -2.3020 -5.5621 1.1920 0.052 0.001 0.033
C -3.4682 -5.5455 0.4505 -0.027 -0.006 -0.008
C -3.6081 -4.6624 -0.6087 -0.003 0.007 -0.016
C -2.5747 -3.7991 -0.9497 0.084 0.031 0.016
C -2.7636 -2.8922 -2.1463 -0.073 -0.086 0.010
N -1.8545 -1.7675 -2.1776 0.009 0.082 0.109
C -1.7265 -0.7551 -1.3115 -0.035 -0.130 -0.092
N -0.7321 0.0232 -1.6810 0.038 0.247 0.045
C -0.2804 -0.5671 -2.8179 -0.074 -0.081 0.074
N -0.9270 -1.6589 -3.1478 0.089 -0.045 -0.098
C -1.3973 -3.8167 -0.2112 -0.033 -0.026 0.017
H 5.3234 0.3694 1.9810 -0.029 0.000 -0.011
H 5.9858 -0.8025 0.8425 0.001 0.028 -0.001
H 2.7907 1.2371 1.3497 -0.019 0.051 -0.014
H 2.9668 -0.2541 -2.5366 0.004 -0.008 -0.018
H 6.2320 -1.4179 3.5852 0.009 -0.004 0.013
H 5.5343 -3.2895 5.0347 0.004 0.001 0.007
H 3.4618 -4.5513 4.5117 0.003 -0.004 0.010
H 2.8318 -2.0882 1.0743 -0.005 -0.004 0.000
H -2.1792 -6.2321 2.0311 -0.008 -0.007 0.004
H -4.2785 -6.2146 0.7062 -0.005 -0.004 0.001
H -4.5300 -4.6417 -1.1782 -0.011 -0.009 0.005
H -3.7906 -2.5252 -2.1767 0.016 0.010 0.001
H -2.5807 -3.4390 -3.0706 -0.003 0.019 -0.001
H -2.3563 -0.6307 -0.4454 -0.003 0.031 0.011
H 0.5306 -0.1837 -3.4134 0.008 0.027 -0.004
H -0.5804 -3.1523 -0.4641 0.006 -0.003 0.000
Cl 1.5538 3.8217 1.3780 0.037 -0.208 -0.003
```
Positions in Å, forces in eV/Å.

Computed properties:
Orbital gap   8.101 eV
F_max   1.16 eV/A
E_LUMO   -0.00927 Ha
ΔE to the lowest compared entry with this formula, charge and spin   20.1 kcal per mole

These are the Löwdin partial charges, in e, on atoms 1 to 8: 1.634, -0.021, -0.718, -0.104, -0.219, -0.287, -0.017, -0.056

# C32H26Br2N6NaO3S

A molecular structure, C32H26Br2N6NaO3S in a non-equilibrium geometry (ωB97M-V/def2-TZVPD, the OMol25 dataset).

```
71
Properties=species:S:1:pos:R:3:forces:R:3
Na 0.3892 0.3045 0.2492 -0.460 -1.668 -1.012
C -4.0043 0.2781 1.3879 0.002 0.015 0.029
C -2.5398 0.0017 1.1924 0.243 -0.039 0.128
N -1.9616 -0.1112 0.0454 -0.530 -0.135 0.039
N -2.7750 0.0304 -1.0343 0.176 0.029 -0.101
C -2.1859 -0.1134 -2.2209 -0.110 0.102 0.190
N -3.0676 0.1622 -3.2472 0.141 -0.071 -0.110
S -0.5858 -0.5382 -2.6471 -0.172 0.212 0.059
C -1.6839 -0.1212 2.4071 -0.064 -0.089 -0.133
C -2.1514 0.3089 3.6513 -0.017 0.031 0.085
C -1.3355 0.1885 4.7636 -0.070 0.023 -0.022
C -0.0715 -0.3576 4.6206 -0.013 0.004 -0.008
C 0.3154 -0.7525 3.3499 -0.041 0.032 -0.161
N -0.4611 -0.6536 2.2765 -0.128 0.023 0.314
H -4.5064 0.2167 0.4289 -0.029 -0.005 -0.007
H -4.1660 1.2795 1.8007 0.012 -0.019 -0.033
H -4.4451 -0.4419 2.0844 0.011 0.040 -0.010
H -4.0440 0.1371 -3.0027 -0.021 -0.007 0.030
H -2.7952 -0.1943 -4.1461 -0.019 0.000 -0.003
H -3.1336 0.7514 3.7390 0.011 -0.008 0.018
H -1.6822 0.5292 5.7322 -0.003 0.000 -0.010
H 0.6038 -0.4570 5.4590 0.011 -0.003 -0.005
H 1.3110 -1.1521 3.1798 -0.040 0.008 -0.012
Br 6.9115 -1.2805 0.7440 -0.001 -0.001 0.000
C 5.1346 -0.9336 0.1803 0.065 -0.077 0.031
C 4.7831 0.3282 -0.2468 -0.029 0.032 -0.014
C 3.4615 0.5166 -0.6258 -0.136 -0.074 -0.022
N 2.5433 -0.4464 -0.6131 0.463 0.047 0.073
C 2.9084 -1.6586 -0.1955 -0.189 -0.008 -0.074
C 4.2025 -1.9521 0.2175 0.082 -0.010 0.033
C 1.8268 -2.6967 -0.1664 0.069 0.177 -0.062
C 2.1209 -4.0584 -0.1906 0.060 -0.022 -0.028
C 1.0572 -4.9333 -0.1515 -0.006 -0.087 -0.003
Br 1.3874 -6.8021 -0.1781 -0.002 -0.008 0.001
C -0.2425 -4.4671 -0.1046 -0.027 0.043 -0.015
C -0.4214 -3.0905 -0.1064 0.038 0.122 -0.051
N 0.5867 -2.2276 -0.1310 0.100 -0.207 0.191
H 5.4904 1.1440 -0.2620 -0.011 0.001 -0.006
H 3.1281 1.4999 -0.9428 -0.012 -0.059 0.015
H 4.4723 -2.9308 0.5861 0.000 0.004 -0.003
H 3.1357 -4.4234 -0.2610 -0.028 0.005 0.007
H -1.0848 -5.1433 -0.0792 0.002 0.012 -0.006
H -1.4162 -2.6535 -0.1000 0.091 -0.001 0.032
O -0.2445 2.2591 -0.1414 0.040 0.979 0.053
C 0.4714 3.3170 0.5161 -0.059 0.067 -0.075
C 1.4872 2.6647 1.5388 0.036 -0.012 -0.088
O 2.1180 3.4762 2.2241 -0.043 -0.116 -0.006
O 1.5345 1.4115 1.5176 0.725 0.910 0.745
C -0.5619 4.1606 1.2569 -0.017 0.020 -0.059
C -1.2941 5.1279 0.5728 0.008 0.013 0.041
C -2.3363 5.8066 1.1934 0.029 -0.051 0.052
C -2.6586 5.5226 2.5138 0.035 -0.006 -0.053
C -1.9320 4.5594 3.2039 0.013 -0.001 -0.032
C -0.8916 3.8840 2.5814 -0.022 -0.014 -0.005
C 1.2847 4.1066 -0.5011 -0.051 -0.053 0.010
C 1.4660 3.6246 -1.7945 0.025 0.017 -0.036
C 2.2501 4.3268 -2.7087 -0.023 0.016 0.081
C 2.8594 5.5154 -2.3379 -0.035 -0.033 0.055
C 2.6821 5.9985 -1.0435 -0.010 -0.033 -0.024
C 1.9038 5.3011 -0.1335 0.034 0.064 0.000
H -0.8898 2.6479 -0.7432 -0.082 -0.101 0.004
H -1.0389 5.3592 -0.4564 -0.015 -0.004 0.023
H -2.8952 6.5560 0.6456 0.011 -0.011 0.002
H -3.4699 6.0495 3.0024 0.016 -0.010 -0.006
H -2.1760 4.3334 4.2357 0.010 -0.001 -0.022
H -0.3241 3.1387 3.1267 -0.030 0.029 -0.012
H 1.0016 2.6899 -2.0896 0.016 0.021 -0.007
H 2.3805 3.9362 -3.7110 -0.010 -0.006 0.015
H 3.4703 6.0622 -3.0471 -0.018 -0.011 0.019
H 3.1598 6.9234 -0.7411 -0.010 -0.019 -0.005
H 1.7857 5.6606 0.8809 0.006 -0.019 -0.035
```
Positions in Å, forces in eV/Å.

Computed properties:
Orbital gap   6.311 eV
F_max   2.00 eV/A
Net charge   -1
E_LUMO   0.07464 Ha
ΔE to the lowest compared entry with this formula, charge and spin   11.8 kcal per mole

These are the Löwdin partial charges, in e, on atoms 1 to 8: 0.107, -0.050, -0.281, 0.017, -0.045, -0.948, 0.016, 0.498

> What is the F_max in the third record?

2.00 eV/A